# CH4O3PS

A molecular structure, CH4O3PS (ωB97M-V/def2-TZVPD, OMol25).

Structure (XYZ):
```
10
Properties=species:S:1:pos:R:3:forces:R:3
C -1.87569 -0.61125 -1.63344 2.8681 2.5189 0.5255
O 1.52284 1.72249 1.50979 -0.1815 -1.5589 0.0550
O 2.91184 -0.15825 0.72034 -0.0956 -0.1109 0.0359
O 1.30874 -0.56593 2.56121 0.0027 0.6719 -0.7732
P -0.54924 -0.12006 -0.37239 -0.6538 0.0351 -1.5583
S 1.66534 0.23922 1.37153 0.1131 0.8692 0.1592
H -2.00394 -1.65467 -1.75721 -0.2889 -1.0414 -0.3369
H -1.41730 -0.05254 -2.54179 -1.1021 -1.2269 1.0068
H -1.04255 -0.04069 0.91314 -0.7732 0.0663 0.3913
H -0.52004 1.24169 -0.77119 0.1113 -0.2233 0.4948
```
Positions in Å, forces in eV/Å.

- DFT total energy: -1005.70021 hartree
- HOMO level (spin up / spin down): -4.5 / -3.5 eV
- HOMO-LUMO gap (spin up / spin down): 7.720 / 6.286 eV
- Net charge: -1
- ΔE to the lowest compared entry with this formula, charge and spin: 511.6 kJ/mol